Version w
Here is a single CH3O3PS2 molecule from OMol25. Energies are from the ωB97M-V functional and the def2-TZVPD basis.

Last column: Mulliken charge in e.
Positions of all 10 atoms, in Å:
O (2.258, -0.836, 0.494)  -0.531
S (0.492, 1.074, -0.774)  0.244
H (-1.215, 0.866, 0.987)  0.427
O (-0.637, -0.053, -1.322)  -0.249
H (0.264, 1.587, 1.608)  0.369
O (-1.847, -2.118, -1.905)  -0.403
P (-1.557, -1.351, -0.720)  0.493
H (0.061, -0.014, 1.483)  0.490
S (2.308, 0.008, -0.750)  0.263
C (-0.127, 0.838, 0.899)  -1.103

* HOMO-LUMO gap: 7.48 eV

---

Version x
Here is a single CH3O3PS2 molecule from OMol25. Energies are from the ωB97M-V functional and the def2-TZVPD basis.

Last column: Mulliken charge in e.
Positions of all 10 atoms, in Å:
O (4.682, 0.529, 0.299)  -0.397
C (-0.028, -0.206, 0.345)  -0.737
H (0.162, 0.559, -0.442)  0.278
O (1.936, -1.426, -1.331)  -0.538
P (3.547, 1.107, -0.452)  0.436
S (1.520, -0.351, 1.263)  0.291
H (-0.748, 0.368, 0.953)  0.363
O (2.173, 1.048, 0.472)  -0.225
H (-0.119, -1.274, -0.037)  0.338
S (2.408, -1.799, 0.048)  0.192

* HOMO-LUMO gap (alpha / beta): 7.66 / 7.66 eV

---

Version y
Here is a single CH3O3PS2 molecule from OMol25. Energies are from the ωB97M-V functional and the def2-TZVPD basis.

Last column: Mulliken charge in e.
Positions of all 10 atoms, in Å:
O (-2.130, 1.571, -1.153)  -0.591
P (-3.254, -1.095, -0.519)  0.512
S (-2.231, 2.078, 0.256)  0.243
C (0.059, -0.015, 0.299)  -0.755
O (-2.369, -0.675, 0.945)  -0.286
H (0.029, -1.065, -0.052)  0.274
S (-1.333, 0.559, 1.319)  0.280
H (0.971, 0.051, 0.757)  0.380
H (-0.165, 0.688, -0.553)  0.310
O (-4.656, -0.880, -0.266)  -0.367

* HOMO-LUMO gap: 7.94 eV

---

Structures ranked by computed energy, the most stable listed first: version y, version x, version w.

---

Version w
Here is 6 unconnected molecules or ions with the total composition C2H16NO5 from OMol25. Energies are from the ωB97M-V functional and the def2-TZVPD basis.

Last column: Mulliken charge in e.
Positions of all 24 atoms, in Å:
O (0.070, 0.903, 2.060)  -0.591
H (-0.443, 1.712, 2.119)  0.269
H (-0.360, -1.873, -2.657)  0.304
H (-2.564, -1.537, -1.200)  0.327
C (2.333, -0.570, 0.586)  -0.824
O (-0.461, 1.459, -1.089)  -0.622
H (-2.507, -1.292, 2.792)  0.308
O (-3.168, -1.626, -0.441)  -0.718
H (2.350, 2.617, -0.388)  0.276
H (-0.723, 1.810, -1.947)  0.305
H (0.894, 0.885, 0.149)  0.301
H (-0.948, -0.627, -3.449)  0.309
O (-0.623, -0.947, -2.591)  -0.593
H (2.083, -0.633, 1.648)  0.349
H (-0.479, 0.117, 2.214)  0.362
N (1.900, 0.733, 0.080)  0.220
H (-1.016, 0.668, -1.030)  0.243
H (-2.495, -1.193, 1.203)  0.400
C (2.738, 1.648, -0.144)  -0.149
H (-3.503, -0.715, -0.492)  0.337
H (3.412, -0.706, 0.670)  0.323
O (-2.059, -0.909, 2.028)  -0.676
H (1.781, -1.316, 0.020)  0.291
H (3.787, 1.392, -0.140)  0.247

* HOMO-LUMO gap: 10.62 eV
* net charge: +1

---

Version x
Here is 5 unconnected molecules or ions with the total composition C2H16NO5 from OMol25. Energies are from the ωB97M-V functional and the def2-TZVPD basis.

Last column: Mulliken charge in e.
Positions of all 24 atoms, in Å:
H (1.258, -0.762, 2.310)  0.487
H (-0.833, -0.594, 2.235)  0.280
H (-0.526, -1.687, 0.167)  0.428
C (-0.393, 0.059, 1.469)  -0.378
H (0.804, -0.163, -1.060)  0.324
H (-2.128, 2.935, -0.955)  0.302
H (2.660, 0.090, 0.260)  0.307
C (-0.767, -0.623, 0.152)  -0.676
H (-3.051, 2.610, 0.294)  0.298
N (-0.225, -0.124, -1.211)  -0.163
H (-2.168, -0.474, -3.917)  0.336
H (-0.636, -0.735, -1.911)  0.386
O (-2.403, 2.268, -0.344)  -0.589
O (1.571, -1.887, 3.245)  -0.611
H (-0.456, 0.834, -1.464)  0.257
H (0.967, -2.420, 3.800)  0.306
H (-0.651, 1.114, 1.472)  0.270
H (2.982, 1.220, -0.599)  0.319
H (-1.854, -0.653, -0.034)  0.409
O (-1.330, -0.009, -3.925)  -0.681
H (-0.881, -0.505, -4.635)  0.339
O (1.002, -0.049, 1.639)  -0.591
H (2.385, -2.412, 3.124)  0.312
O (2.523, 0.373, -0.639)  -0.670

* HOMO-LUMO gap: 10.87 eV
* net charge: +1

---

Structures ranked by computed energy, the most stable listed first: version x, version w.

---

Version w
Here is 2 unconnected molecules or ions with the total composition C10H12N2 from OMol25. Energies are from the ωB97M-V functional and the def2-TZVPD basis.

Last column: Mulliken charge in e.
Positions of all 24 atoms, in Å:
N (0.736, -0.093, 1.298)  -0.557
H (-2.283, 0.427, 1.650)  -0.083
H (-5.032, -2.554, 5.964)  0.377
C (-3.044, -0.543, 4.060)  -0.431
H (-3.013, 1.172, -0.714)  0.355
H (-5.781, 1.465, 2.389)  0.434
H (-2.823, 2.643, 0.274)  0.308
C (-5.106, -1.110, 2.875)  -0.252
H (-5.719, -1.097, 1.972)  0.358
N (-4.127, 1.177, 1.079)  0.157
H (-2.082, -0.023, 4.056)  0.388
C (-3.861, -0.421, 2.907)  0.431
C (-5.549, 1.426, 1.321)  -1.077
C (-3.540, 1.882, -0.063)  -0.899
C (-5.526, -1.842, 3.978)  -0.554
H (-6.492, -2.354, 3.955)  0.367
C (-3.465, -1.301, 5.146)  -0.568
C (-4.712, -1.950, 5.116)  -0.374
C (-0.414, 0.081, 1.456)  -0.457
H (-4.356, 2.366, -0.606)  0.372
H (-6.178, 0.670, 0.836)  0.343
C (-3.378, 0.396, 1.825)  0.592
H (-2.819, -1.394, 6.023)  0.378
H (-5.779, 2.386, 0.857)  0.392

* HOMO-LUMO gap: 6.87 eV

---

Version x
Here is a single C10H12N2 molecule from OMol25. Energies are from the ωB97M-V functional and the def2-TZVPD basis.

Last column: Mulliken charge in e.
Positions of all 24 atoms, in Å:
C (-2.051, 0.638, -0.797)  -0.374
C (-0.942, 0.041, -0.096)  0.589
H (3.396, -0.616, -1.126)  0.218
H (-2.256, 0.277, -1.858)  0.257
H (4.214, -0.200, 0.448)  0.279
C (0.977, -1.076, 0.585)  -0.429
H (3.133, 1.974, 0.006)  0.304
H (-2.317, 1.788, -0.876)  0.256
C (1.261, 1.184, -0.057)  0.637
C (3.173, -0.297, -0.095)  -0.243
H (1.099, 3.349, -0.199)  0.236
N (-0.615, 2.638, 0.861)  -0.559
C (2.319, -1.204, 0.576)  -0.662
C (2.583, 1.054, -0.167)  -0.706
N (0.380, 0.022, -0.042)  0.093
C (0.431, 2.450, 0.209)  -0.300
H (2.694, -2.088, 1.043)  0.382
H (0.312, -1.661, 1.107)  0.444
H (-3.964, -0.675, -0.032)  0.251
H (-1.782, -1.915, 0.861)  0.279
C (-3.038, -0.010, 0.225)  -0.531
H (-1.441, -0.460, 1.900)  0.311
C (-1.766, -0.715, 0.855)  -1.018
H (-3.546, 0.712, 0.802)  0.286

* HOMO-LUMO gap (alpha / beta): 8.81 / 5.52 eV

---

Structures ranked by computed energy, the most stable listed first: version w, version x.

---

Version w
Here is a single C5H8O3 molecule from OMol25. Energies are from the ωB97M-V functional and the def2-TZVPD basis.

Last column: Mulliken charge in e.
Positions of all 16 atoms, in Å:
O (-1.163, -0.961, 0.554)  -0.416
H (-0.381, -0.633, -3.310)  0.309
C (-0.059, -0.744, 1.474)  -0.544
H (0.454, -1.695, 1.370)  0.310
C (0.438, 0.357, -0.670)  -0.050
H (2.095, 0.074, 1.551)  0.332
O (1.126, 1.199, 0.186)  -0.447
C (-0.917, 0.194, -0.233)  0.086
H (-1.070, 1.160, 0.306)  0.247
H (-0.513, -0.765, 2.471)  0.325
H (0.915, 1.194, 2.209)  0.266
C (-0.747, 0.377, -1.695)  -0.207
H (0.904, -0.564, -1.049)  0.258
H (-1.263, 1.231, -2.082)  0.391
O (-0.898, -0.859, -2.526)  -0.483
C (1.081, 0.434, 1.444)  -0.378

* SMILES: OC1[C@H]2OCCO[C@H]12
* HOMO-LUMO gap: 10.16 eV

---

Version x
Here is a single C5H8O3 molecule from OMol25. Energies are from the ωB97M-V functional and the def2-TZVPD basis.

Last column: Mulliken charge in e.
Positions of all 16 atoms, in Å:
H (0.639, -1.853, 1.539)  0.266
C (-0.343, -0.692, -0.966)  -0.612
C (-0.526, 1.895, 0.244)  -0.346
C (0.233, -0.218, 0.244)  1.489
H (1.840, -0.436, 1.644)  0.361
O (0.478, -0.882, -2.224)  -0.565
C (-1.417, 1.033, 0.826)  -0.398
H (2.020, -1.422, 0.099)  0.307
H (-0.923, -1.673, -0.997)  0.293
H (-0.522, 2.848, 0.004)  0.516
H (0.791, 0.111, -2.412)  0.351
H (-2.327, 1.220, 1.348)  0.378
O (0.612, 1.153, -0.009)  -0.460
H (-1.094, 0.215, -1.268)  0.305
O (-0.830, -0.262, 1.069)  -0.460
C (1.368, -1.038, 0.861)  -1.425

* SMILES: CC1(CO)OC=CO1
* HOMO-LUMO gap: 9.29 eV

---

Version y
Here is a molecular structure, C5H8O3 from OMol25. Energies are from the ωB97M-V functional and the def2-TZVPD basis.

Last column: Mulliken charge in e.
Positions of all 16 atoms, in Å:
H (-1.911, 0.971, -1.608)  0.335
O (-2.228, -0.828, -0.220)  -0.667
H (0.968, 1.287, 2.197)  0.351
C (-0.052, -0.098, 0.881)  0.023
H (0.301, 2.016, 0.742)  0.288
C (0.913, -0.564, -0.097)  0.593
H (0.751, -1.540, -2.008)  0.364
C (0.121, 1.262, 1.507)  -1.367
O (1.921, 0.238, -0.401)  -0.405
H (2.327, -0.033, -1.237)  0.355
H (-0.790, 1.529, 2.044)  0.386
H (-0.097, -2.390, -0.638)  0.286
O (-1.021, 0.810, -1.267)  -0.479
C (0.332, -1.471, -1.010)  -1.135
H (-0.395, -0.883, 1.550)  0.359
C (-1.141, -0.306, -0.435)  0.712

* HOMO-LUMO gap: 8.38 eV

---

Structures ranked by computed energy, the most stable listed first: version y, version x, version w.